1.
DFT (wB97M-V/def2-TZVPD) results for 11 unconnected molecules or ions with the total composition C37H52O33 at a distorted geometry.

The geometry in XYZ format:
```
122
Properties=species:S:1:pos:R:3:lowdin_charge:R:1
O 3.43661 1.44990 -2.39876 0.158
O 1.07841 -2.56211 4.01064 0.096
O -3.86189 -2.55992 5.74586 0.126
O 5.44608 2.35649 -2.06807 0.075
O 1.51357 -1.56420 2.04478 0.138
O -3.98540 -5.09353 -3.06283 0.103
O 4.03517 1.70979 1.17958 0.135
O 1.03966 5.85301 -3.37044 0.088
O 2.72760 3.44659 1.76716 0.086
O 7.77727 -4.63823 0.04557 0.151
O 2.19296 7.70361 -2.62993 0.101
O 1.66030 -3.30155 -4.30745 0.115
O 0.29454 1.65946 -0.11596 0.113
O -2.09680 -4.34574 -2.15632 0.083
O -4.75741 4.86943 3.78310 0.082
O 6.25374 -3.07942 0.67753 0.077
O -1.14856 0.11076 0.24851 0.057
O -2.80760 -1.93794 3.79040 0.056
O 2.65909 1.75020 3.00829 0.116
O -4.34849 6.91714 4.43631 0.142
O -3.15454 -5.85004 -1.03854 0.073
O 2.38146 5.70329 -1.74958 0.126
O -4.46854 0.33643 0.31863 0.096
O -3.80335 -0.04415 -1.88517 0.054
O 5.33862 0.34679 -3.09512 0.045
O -3.01196 5.84585 2.83732 0.064
O 5.61489 -4.91956 -0.36942 0.078
O 1.94099 -2.47315 -2.22871 0.115
O -5.77697 -0.65588 -1.22009 0.088
O -1.34849 2.02285 1.40901 0.081
O 0.39781 -3.51572 2.23983 0.038
O 0.24691 -1.84301 -3.55085 0.064
O -3.84635 -0.44016 4.92620 0.095
C 1.81239 4.40176 -1.82889 -0.085
C 2.13438 3.95868 2.88666 -0.352
C 1.78364 2.66160 3.57495 -0.098
C -4.38607 -0.50008 -3.06015 -0.058
C 1.87128 6.50472 -2.56015 -0.621
C 6.76449 2.04219 -2.58294 -0.092
C 4.65055 -1.69172 -0.20813 -0.006
C 6.64770 -4.24975 0.12645 -0.558
C -0.40735 -0.44449 -0.80807 -0.115
C 3.19865 2.20559 1.91898 -0.554
C -1.99375 -5.55867 -0.20566 -0.104
C -3.17343 -5.03808 -2.13166 -0.587
C -0.20528 -2.15967 -4.84338 -0.121
C 0.83048 4.54169 -2.95433 -0.134
C -2.76568 4.44888 2.67263 -0.103
C -2.79304 -0.83973 2.94586 -0.154
C -5.59976 -1.29611 -2.45305 -0.307
C 1.33151 -2.55593 -3.29912 -0.580
C -3.43691 0.24466 3.73894 -0.105
C -4.64280 -0.03918 -0.86157 -0.503
C -4.13585 3.88660 3.00735 -0.318
C 4.43417 -4.30015 -0.09105 -0.100
C -1.41209 -4.42072 -0.89292 -0.112
C 4.61098 1.36188 -2.44238 -0.503
C 1.00981 -2.42660 2.73808 -0.610
C 0.66812 -3.30070 -5.31526 -0.088
C -3.55844 -1.73057 4.89907 -0.540
C -5.07637 3.82141 1.81896 -0.015
C 0.70122 0.59920 -0.99129 -0.074
C 4.88296 -2.95770 0.59656 -0.317
C 6.66004 0.63591 -3.16650 -0.180
C 0.95057 4.79120 2.48647 -0.010
C -0.75699 1.33575 0.54831 -0.567
C -6.88364 -1.22863 -3.23351 -0.024
C -4.03256 5.98755 3.72782 -0.543
C 0.64273 -3.85644 4.49599 -0.059
C 0.01694 -4.48222 3.24133 -0.101
H 1.05768 3.76246 -3.68185 0.132
H -2.56173 4.36186 1.60543 0.127
H -0.34815 -4.59795 -1.05017 0.143
H -0.15913 -3.62761 5.19796 0.134
H -4.60249 3.27781 1.00162 0.074
H -0.04389 -1.28321 -5.47097 0.132
H 0.04854 -4.19483 -5.38410 0.137
H 0.73548 2.36917 3.51198 0.132
H 5.39782 -0.96226 0.10423 0.090
H 3.88652 -4.92491 0.61453 0.131
H 4.60956 -2.87236 1.64826 0.152
H -2.24578 -5.31351 0.82607 0.134
H -7.24680 -0.24580 -3.53393 0.094
H -0.03334 -1.39589 -0.42985 0.121
H 2.58887 3.67302 -2.06154 0.114
H 3.97001 -4.11198 -1.05917 0.127
H -3.29931 -0.88494 1.98163 0.113
H -2.75616 1.09184 3.82238 0.121
H -4.30218 0.66263 3.22444 0.124
H 1.21812 5.51831 1.71977 0.091
H 1.08550 -3.08045 -6.29781 0.138
H -1.03042 -4.71422 3.43449 0.128
H 0.95976 0.77005 -2.03631 0.126
H 1.44357 -4.49331 4.87168 0.135
H -4.05946 2.90432 3.47359 0.129
H 1.53756 0.00430 -0.62422 0.115
H 0.55610 -5.40553 3.02940 0.124
H -7.71157 -1.68574 -2.69159 0.088
H 1.93076 2.82216 4.64298 0.140
H 0.22153 4.12361 2.02722 0.066
H 7.06863 2.81964 -3.28378 0.125
H -3.66835 -1.09480 -3.62520 0.134
H -6.86727 -1.96442 -4.03752 0.091
H 3.64619 -1.27643 -0.12510 0.076
H -5.40710 4.76804 1.39162 0.100
H -1.74277 -0.61529 2.75967 0.123
H -1.28609 -2.29999 -4.82688 0.131
H -5.38394 -2.32024 -2.14862 0.156
H -1.31997 -6.41529 -0.22309 0.138
H 0.53114 5.42053 3.27141 0.096
H -1.94723 4.08945 3.29637 0.123
H 7.29984 -0.13722 -2.74102 0.135
H 7.54352 2.22063 -1.84173 0.128
H -1.02227 -0.46724 -1.70776 0.116
H 6.99452 0.76059 -4.19639 0.127
H 2.84096 4.59876 3.41500 0.161
H 5.01127 -1.93683 -1.20708 0.090
H 1.35257 4.10768 -0.88540 0.122
H -4.71977 0.42375 -3.53268 0.141
H -1.62050 -3.45963 -0.42284 0.135
H -5.92830 3.21063 2.11772 0.090
H -0.18432 4.41108 -2.57852 0.132
```

As for the HOMO energy: -10.35 eV. Its molar mass is 1024.8 g mol⁻¹. The calculation puts the orbital gap at 10.04 eV. The energy above the lowest of the compared OMol25 structures with the same formula, charge and spin is 4.6968 eV. Its net charge is 0.



2.
DFT (wB97M-V/def2-TZVPD) results for 8 unconnected molecules or ions with the total composition C37H64BF19N8O8P at a distorted geometry.

The geometry in XYZ format:
```
138
Properties=species:S:1:pos:R:3:lowdin_charge:R:1
P -0.07340 1.90367 -0.66153 1.122
F -7.61075 0.26923 -1.49766 0.219
F -0.69027 -0.87505 -5.11134 0.187
F -2.82324 4.15574 -0.46911 0.128
F -3.80235 1.53247 -1.45007 0.149
F 0.33772 0.34716 3.54041 0.203
F -7.05873 -0.97402 0.12446 0.188
F -5.39200 3.35168 0.29111 0.163
F -4.18754 3.67692 -3.66185 0.149
F -6.97931 2.94986 -1.06714 0.191
F 1.14244 -1.14453 1.37933 0.091
F -0.99025 -2.54318 -3.74354 0.189
F -5.64021 -0.63856 -1.41837 0.201
F -7.10114 1.42069 0.97763 0.173
F -2.69469 5.45641 -2.18639 0.131
F 1.81336 -2.00325 -3.24596 0.100
F -5.12966 4.74111 -2.05761 0.187
F -5.08001 0.77279 0.89509 0.166
F 2.23459 1.42160 3.40165 0.211
F -5.42749 1.79250 -2.83083 0.173
O 4.09614 -1.11449 -5.34815 -0.014
O -1.69840 3.39014 8.20769 0.003
O -3.92393 -5.63102 6.45924 0.012
O -2.85070 7.51769 -6.45077 0.010
O 5.82767 -4.12646 -1.76166 -0.023
O -1.48920 2.69872 1.70182 0.133
O -3.01407 0.14961 4.17384 -0.021
O 10.42837 -7.80511 -1.78770 0.002
N -4.97937 6.73838 -6.26101 -0.199
N 4.89175 -3.24058 -5.54191 -0.193
N -2.12740 0.47081 0.92942 0.196
N 9.89712 -8.71753 -3.80331 -0.201
N -3.36075 -3.88754 5.10873 -0.199
N 7.78406 -4.36471 -0.62437 -0.191
N -2.60814 5.10046 9.40028 -0.197
N -3.96070 1.86357 5.33698 -0.172
C 7.39444 -3.39556 0.38421 -0.041
C 2.26709 0.83554 0.52752 -0.130
C -3.43626 1.38425 6.61023 -0.024
C -1.70769 3.39250 -2.46795 -0.087
C 5.42689 -4.41583 -4.88042 -0.054
C 1.56692 2.16126 0.18222 -0.234
C 4.55284 -2.13542 -4.85635 -0.360
C 9.35871 -9.92235 -3.19317 -0.037
C -6.60156 -0.05866 -0.72854 -0.585
C -0.27031 -1.51164 -4.06104 -0.343
C -2.35011 4.41744 8.27036 -0.360
C -0.40192 3.43526 -1.62875 -0.224
C -3.68355 1.17363 4.22570 -0.335
C -6.10219 1.13955 0.12860 -0.358
C -4.87148 6.61962 -4.81877 -0.047
C 4.71462 -3.25278 -6.98387 -0.041
C 1.56681 0.09879 1.65082 -0.236
C -4.76444 3.06961 5.31298 -0.038
C -2.08015 4.59556 10.65785 -0.033
C -3.91207 7.19530 -6.94962 -0.354
C 9.88498 -8.59263 -5.24818 -0.057
C -0.13411 0.36185 -1.65582 -0.249
C -2.06524 -4.46064 4.79439 -0.044
C 10.39213 -7.75329 -3.00436 -0.359
C -5.81790 2.47366 -0.63674 -0.358
C -6.22034 6.36502 -6.91211 -0.055
C -4.79363 2.37174 -1.80190 -0.326
C -3.39344 6.32033 9.40417 -0.054
C 0.82101 -1.12593 -3.38238 -0.234
C -3.72872 -2.61080 4.52016 -0.068
C -4.27626 3.75996 -2.31954 -0.363
C -4.18183 -4.56273 5.94010 -0.361
C 9.08277 -5.01012 -0.52178 -0.040
C -2.86247 4.16051 -1.82026 -0.438
C 1.39488 0.61750 2.84549 -0.370
C 6.93103 -4.63525 -1.62204 -0.341
C 0.94527 0.25284 -2.76386 -0.127
B -1.34694 1.65834 0.80712 -0.700
H -2.37065 5.25102 11.47523 0.089
H 2.44095 0.20701 -0.34963 0.112
H 8.53740 -9.65736 -2.52591 0.093
H -7.03488 6.98161 -6.52650 0.091
H 6.42248 -4.63342 -5.27724 0.090
H -0.39162 4.28036 -0.92282 0.113
H -6.14636 6.50880 -7.98828 0.085
H -1.95557 2.36318 -2.75166 0.116
H 5.30441 -2.45128 -7.43118 0.093
H -4.27280 6.18582 10.03694 0.092
H -5.14087 -4.04463 6.11568 0.130
H 1.97543 0.34423 -2.40412 0.117
H -4.64937 7.59837 -4.39028 0.100
H 6.47931 -3.72896 0.87601 0.092
H 5.49758 -4.24663 -3.80342 0.043
H -2.79465 4.88357 7.37291 0.121
H 4.72625 -2.23115 -3.77166 0.130
H 9.23493 -5.70793 -1.34058 0.055
H -3.01280 -1.85434 4.82062 0.057
H -1.14799 0.20515 -2.04583 0.106
H 8.18584 -3.28539 1.12148 0.088
H 10.13600 -10.41163 -2.60521 0.095
H -5.08216 3.29985 4.29712 0.084
H -2.79042 7.14065 9.79791 0.092
H 5.03147 -4.21006 -7.39094 0.085
H -4.12832 1.62058 3.31853 0.125
H 7.32096 -5.38321 -2.33314 0.138
H -3.81144 0.37647 6.79679 0.097
H -1.52130 -3.80507 4.11724 0.080
H -3.74116 2.04253 7.41635 0.076
H 10.77637 -6.88226 -3.56349 0.134
H -1.46221 -0.28800 1.09830 0.095
H 0.72453 0.98946 -3.55349 0.130
H -2.34953 1.34804 6.56233 0.093
H -1.49586 3.91591 -3.40847 0.145
H 0.04202 -0.46544 -0.94454 0.107
H 10.31879 -7.64238 -5.55444 0.083
H 3.66407 -3.08219 -7.22440 0.091
H 2.17215 2.81298 -0.46598 0.108
H 9.14198 -5.55441 0.42158 0.098
H 1.34851 2.76719 1.07496 0.101
H -0.99246 4.54140 10.60056 0.095
H -5.80096 6.23962 -4.40048 0.086
H 3.26794 1.10426 0.90699 0.139
H -4.72359 -2.30941 4.84496 0.085
H -3.72111 -2.70239 3.43054 0.089
H 9.86657 -4.25050 -0.55005 0.095
H -4.05459 5.94184 -4.57481 0.068
H 4.76983 -5.26846 -5.06776 0.094
H 8.99968 -10.60242 -3.96198 0.087
H -4.17758 3.90451 5.69999 0.075
H -3.71745 6.57111 8.39552 0.082
H -4.08798 7.25124 -8.03707 0.134
H 10.46401 -9.40609 -5.68946 0.092
H -0.88548 3.40744 1.43232 0.089
H -2.69161 0.60191 1.77757 0.065
H 8.85611 -8.64729 -5.61030 0.089
H -1.49238 -4.59485 5.71333 0.093
H -5.64784 2.93074 5.93897 0.097
H -2.20136 -5.43791 4.32820 0.092
H -2.46617 3.59166 10.83838 0.095
H 7.19966 -2.43276 -0.09138 0.090
H -6.43829 5.31431 -6.70803 0.088
H 0.43626 3.62347 -2.31464 0.111
```

As for the HOMO energy: -10.20 eV. Its molar mass is 1151.7 g mol⁻¹. The calculation puts the orbital gap at 7.41 eV. Its net charge is +1.



3.
DFT (wB97M-V/def2-TZVPD) results for a molecular structure, C30H20KN7.

The geometry in XYZ format:
```
58
Properties=species:S:1:pos:R:3:lowdin_charge:R:1
K 0.15743 0.08560 0.15704 0.835
N 1.18923 1.44837 2.08132 0.034
N 1.99273 0.22015 -2.49024 0.155
N 0.83617 -3.05311 0.44833 0.155
N -1.47803 1.80872 1.43266 0.064
N 0.30080 1.77246 -2.02044 0.056
N -1.05064 -2.05206 1.41337 0.056
N 1.82791 -1.67649 -1.14781 0.103
C 2.36997 2.88119 4.14179 -0.008
C -2.20563 -1.39300 -3.50014 -0.071
C -0.26438 -3.13898 1.27523 -0.364
C -1.50107 -4.30956 2.96402 -0.084
C -2.31628 -3.18665 3.11080 -0.090
C -0.94754 2.53225 2.44736 -0.141
C -3.58401 2.89056 1.80868 -0.043
C -2.03753 -2.09327 2.31822 -0.152
C 1.83656 2.23891 -3.80290 -0.021
C -2.56072 -2.39779 -2.59797 -0.071
C 0.20178 4.02789 4.56547 -0.021
C -0.08157 -1.21178 -2.44956 -0.150
C -0.47013 -4.28829 2.05790 -0.021
C -0.43246 -2.20473 -1.55805 -0.150
C 1.33778 1.39486 -2.79556 -0.364
C 1.01319 3.08656 3.83637 -0.144
C 0.46248 2.34169 2.79007 -0.144
C -0.96087 -0.78064 -3.42963 -0.013
C 1.24468 3.45960 -4.01208 -0.084
C 1.34015 -0.82606 -2.09415 -0.396
C 0.17221 3.85463 -3.21152 -0.090
C -1.69980 3.45662 3.18083 -0.144
C 3.10034 1.97722 3.42258 -0.035
C -1.09283 4.20471 4.25289 -0.023
C -0.24588 2.97673 -2.23392 -0.152
C 0.78107 -2.40838 -0.67349 -0.396
C 2.45758 1.27724 2.39009 -0.105
C -2.74707 1.98964 1.13462 -0.128
C -1.67787 -2.80969 -1.60784 -0.013
C -3.05092 3.62215 2.83335 -0.010
H 1.61883 4.11299 -4.79131 0.103
H -0.31010 4.81398 -3.33702 0.093
H -3.13862 1.39263 0.31555 0.118
H 2.68580 1.90499 -4.38277 0.108
H -1.67065 -5.19440 3.56605 0.103
H 0.20089 -5.12647 1.93087 0.108
H 3.00698 0.55104 1.79768 0.124
H -3.12867 -3.16094 3.82361 0.093
H -0.68971 0.00399 -4.12401 0.116
H 4.14548 1.79519 3.63132 0.109
H 0.65763 4.59043 5.37144 0.116
H -2.63617 -1.19050 2.40638 0.098
H -3.65761 4.33135 3.38444 0.119
H -1.70305 4.91256 4.80111 0.115
H -3.53712 -2.85960 -2.67242 0.101
H -2.91123 -1.08835 -4.26271 0.101
H -1.06847 3.24576 -1.57660 0.098
H 2.82328 3.44536 4.94854 0.119
H -4.61973 2.99247 1.51448 0.107
H -1.95710 -3.58272 -0.90371 0.116
```

As for the HOMO energy: -7.13 eV. Its molar mass is 517.6 g mol⁻¹. The calculation puts the orbital gap at 6.82 eV. Its net charge is 0.



4.
DFT (wB97M-V/def2-TZVPD) results for 3 unconnected molecules or ions with the total composition C2H12NO2S at a distorted geometry.

The geometry in XYZ format:
```
18
Properties=species:S:1:pos:R:3:lowdin_charge:R:1
S -1.25204 -0.57995 -2.75241 0.771
O 1.07699 1.84292 1.68947 -0.048
O -0.89308 -1.71170 2.19363 -0.029
N -0.51407 0.12638 0.13872 0.138
C 0.65800 -0.02474 -0.77981 -0.198
C 0.19992 0.37252 -2.22657 -0.526
H -0.36228 -2.48564 1.98714 0.071
H -0.68385 -0.67194 0.78254 0.101
H -1.35175 0.25304 -0.43430 0.101
H -0.96061 -1.68107 -2.04057 -0.123
H 0.89051 1.67429 2.62738 0.072
H 1.02273 0.19631 -2.91616 0.078
H -0.49013 1.00421 0.66437 0.130
H -1.54952 -1.89488 2.87014 0.078
H 0.95609 -1.05763 -0.90952 0.118
H 1.38248 0.70157 -0.43828 0.109
H 1.79854 2.48177 1.75393 0.071
H 0.07206 1.45452 -2.20968 0.086
```

As for the HOMO energy: -13.21 eV. Its molar mass is 114.2 g mol⁻¹. The calculation puts the orbital gap at 10.18 eV. The energy above the lowest of the compared OMol25 structures with the same formula, charge and spin is 0.3470 eV. Its net charge is +1.



Number 1: LUMO energy -0.307 eV. Number 2: LUMO energy -2.785 eV. Number 3: LUMO energy -0.313 eV. Number 4: LUMO energy -3.033 eV.